[1]
Molecular formula: C16H26CoI2N2O3S2SeV
Method: DFT, ωB97M-V with the def2-TZVPD basis set

The value obtained for the gap between HOMO and LUMO (spin up / spin down) is 6.06 / 5.05 eV. Its energy above the lowest of the compared OMol25 structures with the same formula, charge and spin is 114.44 kJ/mol. As for the expectation value of S²: 12.259. The spin multiplicity is 7. The total charge is +4.

```
54
Properties=species:S:1:pos:R:3:lowdin_charge:R:1
I -0.469 -2.986 -0.778 0.793
I -0.282 -0.974 -4.342 0.859
V 0.202 0.976 -2.398 -0.051
Co 0.299 0.587 0.119 -0.322
S 1.452 -0.530 -1.374 0.509
S -1.298 -0.293 -1.218 0.314
C 1.627 0.445 1.299 -0.083
C 3.463 -0.858 -1.874 -0.618
C -3.364 -0.032 -1.492 -0.624
C 3.626 -0.615 -3.358 -0.056
C 4.167 0.129 -0.984 -0.066
C 3.763 -2.302 -1.521 -0.057
C -3.666 -0.309 -2.953 -0.081
C -3.592 1.394 -1.080 -0.086
C -3.974 -1.070 -0.571 -0.068
C 1.677 2.154 -2.577 -0.110
C -0.590 2.599 -1.727 -0.112
O 2.333 -0.169 2.070 0.169
O 2.590 2.887 -2.470 0.233
O -0.948 3.632 -1.302 0.229
H 3.331 0.402 -3.636 0.075
H 3.012 -1.329 -3.919 0.078
H 4.683 -0.770 -3.633 0.145
H 3.935 1.159 -1.286 0.081
H 5.253 -0.043 -1.069 0.142
H 3.873 -0.010 0.065 0.069
H 3.511 -2.505 -0.476 0.096
H 4.838 -2.499 -1.675 0.139
H 3.195 -2.979 -2.170 0.099
H -4.737 -0.141 -3.153 0.142
H -3.434 -1.351 -3.192 0.087
H -3.080 0.337 -3.617 0.062
H -4.675 1.566 -1.030 0.139
H -3.155 2.099 -1.793 0.084
H -3.158 1.592 -0.092 0.011
H -5.059 -0.905 -0.503 0.136
H -3.551 -1.021 0.439 0.056
H -3.813 -2.079 -0.966 0.093
C 1.126 2.121 3.867 -0.004
N 0.289 0.957 3.977 -0.119
C 0.334 0.055 5.036 0.057
C -0.617 -0.878 4.802 0.056
N -1.265 -0.548 3.609 -0.090
C -2.311 -1.331 2.965 0.018
C -0.727 0.616 3.118 -0.525
Se -1.180 1.614 1.581 1.138
H 2.182 1.846 3.953 0.123
H 0.868 2.801 4.682 0.136
H 0.930 2.619 2.915 0.066
H 1.019 0.193 5.851 0.164
H -0.947 -1.736 5.392 0.168
H -1.883 -1.995 2.194 0.083
H -2.791 -1.910 3.770 0.132
H -3.009 -0.612 2.525 0.087
```

=====

[2]
Molecular formula: C16H26CuFHg2O5
Method: DFT, ωB97M-V with the def2-TZVPD basis set

The value obtained for the gap between HOMO and LUMO is 1.87 eV. The total charge is +4.

```
51
Properties=species:S:1:pos:R:3:lowdin_charge:R:1
Cu 4.273 22.805 23.575 0.742
Hg 5.606 25.999 22.600 0.948
Hg 3.415 25.908 20.201 1.031
C 2.281 25.791 24.647 -0.098
C 2.063 25.198 23.220 -0.361
O 3.327 24.978 22.564 -0.665
H 1.373 25.752 25.249 0.073
H 2.727 26.784 24.713 0.060
H 2.985 25.164 25.204 0.061
H 1.472 25.895 22.625 0.086
H 1.544 24.244 23.306 0.117
O 3.490 23.909 29.124 0.186
C 4.583 24.425 29.144 -0.489
O 4.775 25.757 29.177 0.042
C 3.608 26.577 29.194 -0.189
C 2.906 26.640 27.855 -0.068
C 5.837 23.621 29.059 0.074
H 4.034 27.564 29.408 0.147
H 2.977 26.401 30.066 0.127
H 2.755 25.640 27.434 0.057
H 3.371 27.245 27.080 0.076
H 1.882 26.943 28.094 0.081
H 6.642 24.354 29.135 0.113
H 5.691 23.063 28.135 0.099
H 5.970 22.922 29.883 0.121
O -2.116 23.671 27.179 0.265
C -1.609 24.758 27.137 -0.488
O -0.703 25.193 28.003 0.017
C -0.493 24.427 29.212 -0.163
C 0.036 25.281 30.347 -0.013
C -1.849 25.714 25.992 0.062
H 0.213 23.621 29.007 0.140
H -1.492 24.049 29.463 0.149
H 0.046 24.854 31.343 0.112
H -0.524 26.222 30.436 0.100
H 0.957 25.718 29.927 0.056
H -1.684 25.208 25.041 0.100
H -1.164 26.558 26.087 0.060
H -2.871 26.091 25.993 0.117
F -1.092 29.327 26.067 0.259
C -0.391 29.730 25.075 -0.152
C -0.567 31.062 24.625 0.118
C 0.187 31.512 23.565 0.054
C 1.125 30.623 23.002 0.094
C 1.290 29.282 23.416 0.000
C 0.545 28.847 24.469 0.060
H -1.299 31.766 25.005 0.165
H 0.131 32.492 23.112 0.155
H 1.722 31.032 22.193 0.149
H 2.043 28.617 23.021 0.112
H 0.751 27.945 25.029 0.103
```

=====

[3]
Molecular formula: C16H26N2OS
Method: DFT, ωB97M-V with the def2-TZVPD basis set

The value obtained for the gap between HOMO and LUMO is 8.28 eV. Its energy above the lowest of the compared OMol25 structures with the same formula, charge and spin is 157.99 kJ/mol. Its SMILES is CCCCCCCCCC(=O)N/N=C/c1ccc(C)s1.

```
46
Properties=species:S:1:pos:R:3:lowdin_charge:R:1
C -1.312 2.807 1.781 -0.100
C -1.342 1.532 0.948 -0.282
C -2.515 0.630 1.320 -0.224
C -2.608 -0.628 0.456 -0.213
C -1.416 -1.569 0.626 -0.220
C -1.672 -2.929 -0.022 -0.199
C -0.476 -3.886 0.108 -0.200
C 0.302 -4.101 -1.190 -0.196
C 0.921 -2.818 -1.751 -0.108
C -0.018 -2.098 -2.685 -0.482
O -0.757 -2.636 -3.481 0.064
N 0.031 -0.729 -2.639 0.051
N 0.773 -0.038 -1.768 0.030
C 0.780 1.237 -1.812 -0.184
C 1.528 2.001 -0.871 -0.529
C 1.627 3.367 -0.784 -0.124
C 2.423 3.791 0.294 -0.142
C 2.929 2.762 1.032 -0.579
C 3.797 2.836 2.236 -0.103
S 2.431 1.228 0.398 1.081
H -1.221 2.568 2.838 0.074
H -0.466 3.429 1.495 0.056
H -2.225 3.381 1.639 0.072
H -0.407 0.990 1.094 0.076
H -1.413 1.794 -0.111 0.103
H -2.423 0.338 2.369 0.114
H -3.444 1.198 1.217 0.110
H -2.695 -0.342 -0.596 0.112
H -3.522 -1.165 0.724 0.110
H -0.526 -1.114 0.191 0.082
H -1.229 -1.715 1.693 0.121
H -1.918 -2.792 -1.076 0.105
H -2.548 -3.375 0.454 0.111
H 0.206 -3.510 0.874 0.109
H -0.829 -4.864 0.443 0.105
H 1.095 -4.826 -0.996 0.108
H -0.359 -4.523 -1.950 0.111
H 1.245 -2.147 -0.958 0.096
H 1.796 -3.074 -2.355 0.129
H -0.558 -0.230 -3.312 0.163
H 0.206 1.801 -2.558 0.135
H 1.141 4.037 -1.470 0.113
H 2.613 4.826 0.520 0.111
H 4.013 3.874 2.477 0.081
H 3.307 2.371 3.090 0.078
H 4.736 2.311 2.066 0.077
```

=====

[4]
Molecular formula: C16H26N3
Method: DFT, ωB97M-V with the def2-TZVPD basis set

The value obtained for the gap between HOMO and LUMO is 5.25 eV. Its energy above the lowest of the compared OMol25 structures with the same formula, charge and spin is 132.32 kJ/mol. The total charge is +1.

```
45
Properties=species:S:1:pos:R:3:lowdin_charge:R:1
C 0.180 -3.696 3.008 -0.191
C -0.417 -4.210 1.685 -0.160
C -1.803 -3.598 1.419 -0.121
N -1.780 -2.122 1.542 -0.055
C -2.176 -1.323 0.505 0.004
C -2.022 0.046 0.477 -0.075
C -2.656 0.864 -0.436 0.017
C -2.552 2.281 -0.430 -0.238
C -3.424 3.062 -1.210 -0.008
C -3.365 4.436 -1.163 -0.049
C -2.436 5.067 -0.351 -0.034
C -1.555 4.319 0.413 -0.046
C -1.611 2.948 0.376 -0.005
C -1.237 -1.634 2.827 -0.128
C 0.184 -2.160 3.040 -0.161
H -0.417 -4.075 3.845 0.118
H 1.191 -4.098 3.167 0.121
H 0.254 -3.944 0.860 0.120
H -0.474 -5.308 1.681 0.125
H -2.165 -3.863 0.419 0.129
H -2.544 -3.979 2.126 0.135
H -2.706 -1.800 -0.300 0.147
H -1.416 0.501 1.238 0.097
H -3.346 0.414 -1.126 0.136
H -4.154 2.569 -1.829 0.122
H -4.050 5.023 -1.755 0.116
H -2.398 6.142 -0.314 0.117
H -0.825 4.811 1.037 0.118
H -0.906 2.384 0.960 0.109
H -1.277 -0.543 2.882 0.117
H -1.901 -1.990 3.618 0.139
H 0.621 -1.777 3.974 0.126
H 0.827 -1.788 2.233 0.122
C -5.418 -0.322 3.614 -0.121
N -4.864 -0.070 2.295 -0.149
N -4.759 1.326 1.970 -0.136
C -6.020 1.951 1.605 -0.115
H -5.683 -1.372 3.736 0.079
H -4.709 -0.037 4.393 0.072
H -6.320 0.270 3.759 0.066
H -3.947 -0.524 2.188 0.070
H -4.108 1.414 1.183 0.050
H -5.914 3.034 1.541 0.080
H -6.379 1.570 0.646 0.074
H -6.779 1.734 2.353 0.065
```

=====

| no. | calculated total energy (Ha) |
| --- | --- |
| 1 | -7078.72410 |
| 2 | -3046.68660 |
| 3 | -1208.20128 |
| 4 | -789.23316 |